A cluster of 3 separate species, C2H11N2O2 in total, computed with the ωB97M-V functional and the def2-TZVPD basis.

The geometry in XYZ format:
```
17
C2H11N2O2 the ωB97M-V functional and the def2-TZVPD basis
C 0.11750 0.38676 -0.67225
C -0.40646 1.54164 -0.09528
N 0.26423 2.76345 -0.35625
N -0.55836 -0.78115 -0.83638
H 1.16132 0.16535 -0.83395
H -1.01991 1.68397 0.79439
H 1.09344 2.86742 0.14494
H 0.28373 3.18824 -1.28306
H -0.16574 3.46291 0.20819
H -1.15994 -0.93949 -0.06483
H -0.18686 -1.74625 -1.01164
H 1.70941 0.94025 3.39859
H 0.76376 -0.16172 3.17836
O 0.97649 0.70871 2.83038
H -0.85206 -4.87459 -1.23518
H -0.61184 -3.86318 -2.25145
O -0.62932 -3.97988 -1.34172
```

Charge = +1
Electronic energy = -342.468375 hartree
Energy relative to the best compared isomer or geometry (same formula, charge and spin) = 315.2 kJ/mol
Spin multiplicity = 1
Frontier orbital gap = 9.308 eV
HOMO level = -12.6 eV